(1)
The following is a DFT calculation (the ωB97M-V functional and the def2-TZVPD basis) of one molecule with the formula C20H21NO3 at a distorted geometry.

```
45
Properties=species:S:1:pos:R:3:forces:R:3:nbo_charge:R:1
O -2.153040 -1.810430 1.442662 -0.8 0.9 2.0 -0.4855
O 1.701515 -0.642784 -4.181316 -1.5 0.7 -0.3 -0.5773
O -0.689154 -0.665832 -4.456893 3.2 -0.6 0.0 -0.5250
N 0.127446 -0.265115 0.883471 0.1 0.6 0.3 -0.6320
C 0.619961 -1.162330 -4.080966 -0.7 -1.5 -0.2 0.8285
C -0.711174 1.497007 -3.415227 -0.3 -0.3 -0.5 -0.6439
C -1.116672 -3.308385 -1.665633 1.9 1.4 -0.5 -0.2320
C -1.743857 -0.689818 2.204865 1.9 -0.2 -2.2 0.0745
C 1.725472 -3.478079 -3.444558 1.1 1.0 -1.2 -0.6027
C -0.219804 2.174307 5.095629 2.5 0.3 -1.3 -0.2086
C 1.107594 3.059577 3.307302 1.5 1.6 0.1 -0.2049
C -1.778347 -3.132993 -0.500274 -0.8 0.8 0.7 -0.2408
C 0.349246 -1.439628 -1.163635 -1.2 -0.8 -0.1 -0.2448
C -0.266559 1.162508 2.898650 0.9 0.2 1.4 -0.0743
C -1.449079 -2.083673 0.325916 1.0 0.6 0.2 0.3093
C -0.671202 0.097757 2.022149 0.2 -2.8 -2.1 0.1034
C -0.358384 -1.294703 0.055271 2.2 0.8 -1.7 0.1042
C 0.759972 3.123406 4.661409 -0.8 -1.0 -0.1 -0.0043
C 0.551633 2.183291 2.405991 -0.9 -0.9 0.4 -0.2074
C -0.506817 1.091238 4.318145 -1.7 -0.1 -2.4 -0.1784
C -0.070277 -2.453676 -2.051842 0.1 0.8 0.1 0.0126
C -0.678229 0.733903 -4.776806 -1.4 1.1 1.8 -0.0781
C 0.496163 -2.596383 -3.481088 -1.1 0.4 1.1 -0.3324
C 1.342326 4.152323 5.609462 -0.4 0.6 -0.9 -0.6333
H -1.085291 2.480070 -3.569344 -0.3 1.0 -0.2 0.2081
H 2.389507 4.365955 5.334146 -0.4 -0.1 0.3 0.2228
H 0.229145 1.601914 -2.929734 1.3 0.0 -0.1 0.2097
H 1.957644 -3.893678 -4.424332 0.1 0.2 -0.2 0.2106
H 0.728428 2.277689 1.336906 0.2 -0.1 0.2 0.2228
H -1.160073 0.273388 4.675682 0.7 0.5 0.0 0.2143
H 0.168407 1.071779 -5.351149 0.5 -0.4 -0.2 0.1960
H 1.266430 3.888396 6.675436 0.0 0.0 -0.5 0.2225
H -1.307995 1.082973 -2.606365 -0.6 -0.6 -0.5 0.2229
H 1.144898 -0.103944 0.785495 -1.3 0.1 0.7 0.4066
H -0.277692 -3.133137 -4.019814 -0.2 0.1 -0.3 0.2280
H -1.380709 -4.058455 -2.334421 -0.7 -1.3 -1.0 0.2068
H 0.755280 5.076880 5.398526 0.5 -0.3 0.6 0.2255
H -0.523533 2.122904 6.080205 -0.5 0.3 2.1 0.2062
H 1.116537 -0.683144 -1.397232 -0.3 -0.6 -0.1 0.2203
H 1.907881 3.714139 2.869223 -0.9 -0.3 0.8 0.2082
H -1.592007 1.027508 -5.364775 0.7 -0.9 0.6 0.1925
H -2.290818 -0.424880 3.007234 -2.6 0.1 2.2 0.1858
H 1.655144 -4.306968 -2.798274 -0.8 -1.0 0.9 0.2194
H 2.602678 -2.962779 -3.069770 0.2 0.4 -0.2 0.2219
H -2.672594 -3.668099 -0.310326 -0.6 -0.7 0.4 0.2221
```
Positions in Å, forces in eV/Å.

As for the LUMO energy: 0.71 eV. The value obtained for the electronic energy is -1055.1307 hartree. The energy above the lowest of the compared OMol25 structures with the same formula, charge and spin is 2.5179 eV. As for the SMILES: CCOC(=O)[C@@H](C)c1ccc2c(c1)NC(c1ccc(C)cc1)=CO2. The multiplicity is 1. Its HOMO-LUMO gap is 7.70 eV.

***

(2)
The following is a DFT calculation (the ωB97M-V functional and the def2-TZVPD basis) of C20H22AlBBr2Cl3F9N2NaO12PS as an isolated structure at a distorted geometry.

```
75
Properties=species:S:1:pos:R:3:forces:R:3:lowdin_charge:R:1
Br 1.588053 0.970139 1.969394 0.0 1.4 -2.7 0.7995
Br 1.760484 4.256429 -1.784843 2.4 -2.8 0.5 0.7591
Cl 5.127934 2.874451 -5.770505 -0.1 0.1 0.2 0.5563
Cl 3.032858 1.716485 -4.106589 -0.2 0.2 -0.3 0.5760
Cl 8.200360 2.513248 0.026679 2.3 0.6 -0.1 0.6521
S -4.026140 0.224672 1.892962 -1.6 -2.5 6.3 1.0851
P -2.299777 -7.527702 5.015010 0.0 -0.1 0.1 -0.0966
Al 0.100353 5.720858 -1.150316 -2.3 2.0 0.9 0.5338
Na -1.699647 -1.172548 -5.073393 -0.5 -1.1 -1.9 0.8041
F -5.999647 1.890391 1.012019 4.0 -3.3 -2.2 0.0409
F -4.691050 1.470307 2.925475 2.4 -2.6 -2.2 -0.1771
F -3.482987 -1.145432 1.020701 -0.6 3.3 1.1 -0.1976
F -3.573754 3.207126 -0.055203 -1.3 -4.6 -1.3 0.0076
F -2.578251 1.100502 1.694625 -2.6 -1.6 -0.3 -0.1981
F -5.477344 -0.679173 2.252385 3.2 2.0 -1.0 -0.1761
F -5.663866 -0.085123 -0.279441 3.1 3.5 2.2 0.0182
F -5.059630 2.294322 -1.654743 2.9 -1.4 3.4 0.0011
F -3.344090 -0.471880 3.304160 -1.1 1.5 -3.2 -0.1671
O -2.856997 -8.642538 5.915245 0.7 0.4 -0.3 -0.1858
O -6.720866 4.964378 1.818153 0.1 0.0 -0.1 -0.0210
O 6.835879 2.105731 0.299982 -1.2 -0.3 0.3 -0.4233
O -1.482158 -6.541829 5.865647 -0.7 -0.2 -0.2 -0.2163
O 8.390350 3.885302 0.455480 -0.5 -0.6 -0.2 -0.3678
O -7.683315 4.128216 0.085188 0.1 0.0 -0.1 -0.0268
O 8.459154 2.411301 -1.396448 -0.5 -0.1 0.3 -0.3773
O -1.395238 -8.145173 3.935703 -0.7 0.0 0.3 -0.2234
O -3.464064 -6.781582 4.343084 0.8 0.0 0.0 -0.2062
O -5.994766 5.440488 -0.150309 0.4 0.1 -0.3 -0.0515
O 9.116022 1.650248 0.747340 -0.8 0.3 -0.3 -0.3551
O 4.538230 1.644993 -1.122167 -3.0 -3.4 1.8 0.0151
N -6.799641 4.844331 0.584380 -0.3 -0.2 0.3 -0.6507
N 2.535381 0.087623 -1.666702 -4.7 -0.7 -2.4 0.0366
C 1.774855 3.371331 0.013573 -0.7 -5.0 3.5 -0.5315
C -1.299987 -4.595605 2.793299 0.0 0.1 -0.1 -0.0592
C -0.571460 -5.650427 2.244332 0.1 0.1 -0.1 -0.0656
C 1.960513 4.214810 1.446033 -0.6 0.0 -1.3 -0.1122
C -1.380917 1.751530 -1.256605 -0.2 0.4 -1.1 -0.1357
C -0.902878 -4.728916 0.036136 0.0 0.1 0.1 -0.1312
C -0.370644 -5.715877 0.865340 -0.1 0.2 0.1 -0.0877
C -4.063215 1.881091 -0.590560 -0.7 2.4 -2.9 -0.1746
C -0.173832 0.798480 -1.859768 2.8 -2.0 -0.6 0.0001
C -4.912743 0.993419 0.466296 -5.6 1.8 -2.0 -0.2193
C -2.895916 1.065388 -1.436987 1.0 0.2 -0.7 -0.0632
C -1.824301 -3.603673 1.965062 0.1 -0.1 0.0 -0.0911
C -1.628235 -3.672021 0.585424 0.2 -0.1 0.1 -0.1354
C -0.346107 -0.251487 -3.119839 4.1 0.5 1.9 0.0048
C 0.989021 -1.107746 -3.638979 0.5 3.1 3.8 0.0192
C 2.399747 -0.858612 -2.839425 -3.5 0.7 0.1 0.0142
C 4.338695 2.905107 -4.189011 0.8 0.5 0.0 -0.9960
C 1.341195 0.886788 -1.163751 -1.3 -0.8 -1.7 -0.0420
C 1.585144 1.892387 0.149594 0.2 2.7 -2.4 -0.5226
C 4.602818 -0.814766 0.005550 -0.2 0.2 0.8 -0.0142
B 3.876426 0.307864 -0.952686 3.7 2.5 1.3 -0.4613
H -2.860534 -0.083123 -1.218694 -0.2 2.2 0.1 0.1273
H -2.040931 -2.901720 -0.060664 0.0 0.0 0.0 0.0607
H -1.377413 -0.401988 -3.659861 2.6 1.5 3.3 0.0130
H 1.006099 3.994624 2.101486 1.9 0.4 -1.4 0.1069
H 2.920541 3.816286 1.984743 -1.8 1.0 -1.2 0.1148
H -0.160084 -6.421472 2.890476 -0.2 0.1 -0.1 0.0933
H -3.116212 1.162188 -2.606729 0.0 0.0 2.8 0.1352
H 5.323095 -0.231700 0.740012 -1.2 -1.2 -1.7 0.1031
H 3.924206 3.901613 -4.017537 0.0 -0.3 -0.2 0.0079
H -1.458573 -4.546112 3.867677 0.0 -0.1 -0.2 0.1036
H -1.403941 2.715690 -1.960226 0.1 -2.0 1.5 0.1257
H 0.199085 -6.536140 0.437597 -0.1 0.1 0.1 0.1004
H 5.078072 2.675384 -3.417941 -0.2 -0.1 -0.1 0.0353
H 3.840902 -1.402135 0.700629 1.6 0.9 -1.7 0.0919
H -1.185810 2.153155 -0.175381 -0.2 -1.2 -2.0 0.1155
H -0.751569 -4.782892 -1.039197 0.0 0.0 0.0 0.0762
H 0.955868 -1.849450 -4.547382 0.3 1.5 2.1 0.1098
H -2.386186 -2.778321 2.393772 0.1 -0.2 0.0 0.0745
H 1.987311 5.356489 1.174781 0.3 -2.2 0.8 0.0735
H 3.352100 -1.460136 -3.187207 -2.1 1.5 1.0 0.1682
H 5.272284 -1.541724 -0.636811 -1.4 1.3 1.3 0.1069
H 4.991679 1.883858 -0.239522 0.5 -0.6 -1.9 0.0934
```
Positions in Å, forces in eV/Å.

As for the LUMO energy: -5.90 eV. The value obtained for the electronic energy is -10382.8669 hartree. The energy above the lowest of the compared OMol25 structures with the same formula, charge and spin is 19.0713 eV. The multiplicity is 1. Its HOMO-LUMO gap is 1.49 eV.